Entry 1:
Entry from OMol25: 7 unconnected molecules or ions with the total composition C28H42O21 at a distorted geometry (ωB97M-V/def2-TZVPD).

Summary:
Lowest unoccupied orbital energy, eV: -0.1
Charge: 0
Kohn-Sham gap, eV: 10.39
SMILES string: C[C@H]1COC(=O)O1.C[C@H]1COC(=O)O1.C[C@H]1COC(=O)O1.C[C@H]1COC(=O)O1.C[C@H]1COC(=O)O1.C[C@H]1COC(=O)O1.C[C@H]1COC(=O)O1

Geometry as XYZ:
```
91
C28H42O21 | OMol25 | ωB97M-V/def2-TZVPD
C 5.8970 1.2991 -0.2815
C 6.5070 2.2457 -1.2447
C 7.8726 2.7833 -0.7640
O 8.7150 2.6220 -1.8692
C 8.1513 1.8095 -2.7548
O 8.5740 1.4027 -3.8290
O 6.9669 1.4338 -2.3157
H 5.7746 1.4666 0.7886
H 6.4421 0.3619 -0.1684
H 4.9356 0.8658 -0.5573
H 5.9701 3.0878 -1.6814
H 8.3257 2.1344 -0.0145
H 7.8919 3.8505 -0.5432
C -1.9439 2.7862 -3.6940
C -2.3793 2.6133 -2.1874
C -2.4698 1.1788 -1.7151
O -1.7832 1.2662 -0.4047
C -1.2633 2.4558 -0.1889
O -0.4541 2.7458 0.7160
O -1.4760 3.1978 -1.2766
H -1.0641 2.2202 -4.0000
H -1.6214 3.8254 -3.7576
H -2.7195 2.5002 -4.4045
H -3.3558 3.0891 -2.0977
H -1.9656 0.4044 -2.2934
H -3.4784 0.7905 -1.5733
C 0.0034 9.1411 0.9563
C -1.1095 10.2520 1.0617
C -2.5092 9.7084 1.0838
O -3.1039 10.5749 2.0281
C -2.1995 11.2717 2.7627
O -2.4646 12.0367 3.6704
O -1.0446 10.9455 2.2435
H 0.9751 9.6141 1.0984
H -0.0692 8.5727 0.0291
H -0.1988 8.5200 1.8289
H -0.9591 10.9687 0.2543
H -2.4909 8.7399 1.5835
H -3.0420 9.6047 0.1385
C -10.1905 -5.4237 1.7190
C -9.8316 -3.9971 1.4209
C -8.7933 -3.6601 0.3890
O -9.4476 -2.7809 -0.4726
C -10.7851 -2.7298 -0.1608
O -11.6669 -2.2331 -0.8198
O -11.0089 -3.3878 0.8928
H -9.3686 -5.8932 2.2594
H -10.3336 -5.9977 0.8035
H -11.2171 -5.4861 2.0800
H -9.4544 -3.5207 2.3258
H -8.5334 -4.4468 -0.3192
H -7.9152 -3.1473 0.7816
C 3.5246 -0.7784 -8.7890
C 4.2120 -1.8425 -9.6886
C 5.6505 -2.1409 -9.4787
O 5.6388 -3.5186 -9.7621
C 4.4117 -4.0592 -9.6919
O 4.1157 -5.2637 -9.8026
O 3.6120 -3.0651 -9.3921
H 2.4686 -0.6450 -9.0238
H 3.9134 0.2384 -8.8454
H 3.5857 -0.9924 -7.7219
H 4.0740 -1.4776 -10.7064
H 5.9660 -2.0519 -8.4392
H 6.3632 -1.6374 -10.1320
C 0.0238 -2.4993 7.6100
C -0.0053 -2.2014 9.0880
C 0.0777 -3.4338 9.9483
O 1.0575 -3.1620 10.8776
C 1.7687 -2.0742 10.5630
O 2.6947 -1.5637 11.1952
O 1.1799 -1.5258 9.5109
H 0.0464 -1.5223 7.1273
H -0.9100 -2.8963 7.2118
H 0.9319 -2.8954 7.1556
H -0.9236 -1.7390 9.4499
H 0.2375 -4.3153 9.3274
H -0.8602 -3.5829 10.4833
C 2.5625 -5.7273 2.0937
C 1.4596 -6.0766 1.2018
C 0.2196 -5.2530 1.4852
O -0.0111 -4.8002 0.1173
C 0.9654 -5.0115 -0.6279
O 1.1072 -4.6038 -1.8033
O 1.8623 -5.7519 -0.0868
H 2.6019 -6.1188 3.1102
H 2.5304 -4.6378 2.0940
H 3.4820 -6.0226 1.5884
H 1.1986 -7.1347 1.2244
H 0.5248 -4.3144 1.9478
H -0.6492 -5.5846 2.0539
```

=====

Entry 2:
Entry from OMol25: a molecular structure, C28H43AsKN2O3S2 at a distorted geometry (ωB97M-V/def2-TZVPD).

Summary:
Lowest unoccupied orbital energy, eV: 1.9
Charge: -1
Kohn-Sham gap, eV: 2.81

Geometry as XYZ:
```
80
C28H43AsKN2O3S2 | OMol25 | ωB97M-V/def2-TZVPD
K 1.4789 -1.4149 1.1826
C 1.4204 -1.1940 4.3751
O 2.2945 -2.0096 3.5679
C 3.6672 -1.5311 3.5448
C 4.4510 -2.3168 2.4895
O 3.8587 -2.2321 1.1684
C 4.4142 -1.2923 0.1925
C 4.4443 0.1554 0.6845
O 3.1982 0.5591 1.2849
C 2.7997 1.8920 0.9301
H 1.7725 -1.1599 5.4147
H 1.3719 -0.1604 3.9767
H 0.4086 -1.6333 4.3242
H 3.6986 -0.4501 3.3127
H 4.1283 -1.6748 4.5411
H 5.5016 -1.9878 2.4718
H 4.4072 -3.3785 2.7542
H 5.4468 -1.5940 -0.0643
H 3.7474 -1.3737 -0.6775
H 5.2518 0.2954 1.4167
H 4.6878 0.8095 -0.1808
H 2.6614 1.9785 -0.1633
H 1.8435 2.0750 1.4453
H 3.5408 2.6282 1.2764
S 0.9464 -0.2950 -1.3849
C -0.4058 0.7614 -1.2526
N -0.9433 1.2374 -2.4626
C -1.9026 2.3848 -2.4361
C -2.9310 2.1186 -1.3377
N -2.2080 1.9481 -0.0522
C -2.3719 2.9999 0.9498
C -1.7718 4.2937 0.3882
C -0.4270 4.3925 -0.0265
C 0.0565 5.5681 -0.5898
C -0.7662 6.6760 -0.7250
C -2.0930 6.5991 -0.2948
C -2.5920 5.4300 0.2543
C -1.0852 1.0974 -0.0568
S -0.5599 0.6577 1.6058
C -0.9206 0.4385 -3.6984
C -2.3070 -0.1213 -3.9296
C -2.9545 0.1243 -5.1429
C -4.2482 -0.3389 -5.3679
C -4.9056 -1.0567 -4.3747
C -4.2792 -1.3180 -3.1509
C -2.9815 -0.8919 -2.9439
H -2.3751 2.4830 -3.4203
H -1.3650 3.3033 -2.2179
H -3.4476 1.1870 -1.5735
H -3.6631 2.9304 -1.2311
H -1.9028 2.6727 1.8919
H -3.4485 3.1262 1.1123
H 0.2458 3.5203 0.0841
H 1.0905 5.6146 -0.9533
H -0.3884 7.6023 -1.1634
H -2.7395 7.4716 -0.3761
H -3.6339 5.3769 0.6126
H -0.1416 -0.3147 -3.5443
H -0.6528 1.1146 -4.5192
H -2.4389 0.6888 -5.9302
H -4.7276 -0.1322 -6.3289
H -5.9143 -1.4246 -4.5801
H -4.8007 -1.8614 -2.3573
H -2.4535 -1.1276 -1.9892
C 1.7466 -6.3882 1.5871
As 1.4131 -4.4434 1.6133
C 0.5217 -4.3365 -0.2523
C -0.3245 -4.4839 2.6922
H 0.8577 -6.9571 1.2845
H 2.0544 -6.6952 2.5969
H 2.5685 -6.6242 0.8966
H -0.2210 -5.1407 -0.3145
H 1.3063 -4.5592 -0.9964
H 0.0576 -3.3773 -0.5101
H -0.9130 -5.3324 2.3069
H -0.9361 -3.5666 2.6671
H -0.0438 -4.6975 3.7291
C -1.2752 -0.7834 1.9048
H -1.1183 -1.1857 2.8999
H -1.7810 -1.3551 1.1399
```

=====

Entry 3:
Entry from OMol25: a molecular structure, C28H43Cl28N2O2PS at a distorted geometry (ωB97M-V/def2-TZVPD).

Summary:
Lowest unoccupied orbital energy, eV: -1.2
Charge: 0
Kohn-Sham gap, eV: 6.56

Geometry as XYZ:
```
105
C28H43Cl28N2O2PS | OMol25 | ωB97M-V/def2-TZVPD
C 1.5522 2.0192 -0.3448
C 1.3480 2.7945 0.9428
C 2.5257 3.7018 1.3327
N 0.2820 2.7689 1.6680
C 0.2638 1.8527 2.7398
C 0.7031 2.2261 4.0192
C 1.2521 3.5994 4.4506
N 0.6841 4.7544 3.7660
C 0.6063 1.1871 5.0710
P 1.1213 1.4774 6.8272
S -0.3208 2.4275 7.7434
C 0.1244 -0.0646 4.8172
C -0.2911 -0.4229 3.5470
C -0.2382 0.5380 2.5247
C -0.7629 0.0890 1.1624
O -1.0676 0.8512 0.2674
C -0.9698 -1.3867 0.8883
C -0.9802 -2.2559 1.8881
C -0.7914 -1.8243 3.3052
O -1.0429 -2.6097 4.1976
H 1.0523 2.5222 -1.1893
H 1.1996 0.9867 -0.2974
H 2.6168 1.9783 -0.6227
H 2.9714 3.3910 2.2832
H 2.1301 4.7253 1.3761
H 3.2765 3.7124 0.5357
H 2.3428 3.5993 4.3420
H 1.0596 3.7502 5.5276
H -0.1690 4.5423 3.2728
H 1.3501 5.2451 3.1955
H 1.3691 0.2070 7.3989
H 2.2763 2.2891 6.8171
H 0.0328 -0.8135 5.6064
H -1.1250 -1.6973 -0.1441
H -1.1325 -3.3114 1.6526
C -4.1109 -5.1718 1.9532
Cl -5.1393 -3.8197 1.4773
Cl -2.6808 -5.2950 0.9154
H -3.7846 -5.0229 2.9768
H -4.6789 -6.0918 1.8726
C 0.8562 5.2711 -3.4349
Cl 1.4579 6.0557 -1.9685
Cl 1.3190 3.5668 -3.4911
H -0.2259 5.3396 -3.4503
H 1.2738 5.7748 -4.2996
C -1.7520 -8.6828 -1.1474
Cl -2.8743 -9.8614 -0.4580
Cl -1.6043 -8.8870 -2.8974
H -2.1197 -7.6825 -0.9409
H -0.7759 -8.8193 -0.6946
C 4.4891 0.5190 3.9296
Cl 2.8885 1.1711 4.3932
Cl 4.3130 -0.9712 2.9994
H 5.0095 1.2538 3.3224
H 5.0638 0.3074 4.8258
C -4.4441 -10.7668 -4.2078
Cl -5.5668 -11.9443 -3.5101
Cl -4.2970 -10.9715 -5.9566
H -4.8109 -9.7672 -4.0012
H -3.4692 -10.9042 -3.7555
C 0.8987 1.3691 -6.9705
Cl 2.6350 1.5366 -7.2412
Cl 0.0741 2.9317 -7.0593
H 0.4864 0.7141 -7.7299
H 0.7362 0.9464 -5.9851
C 5.6811 6.0386 1.0233
Cl 5.8564 4.2799 0.9763
Cl 4.4712 6.5351 2.2080
H 6.6384 6.4760 1.2852
H 5.3676 6.3877 0.0454
C 5.1763 7.0715 6.1386
Cl 4.7234 5.3607 6.1263
Cl 6.3967 7.4278 4.9097
H 4.2921 7.6674 5.9363
H 5.5788 7.3202 7.1139
C -3.0524 3.4431 -9.1712
Cl -4.5705 4.0643 -8.5083
Cl -3.3124 1.9832 -10.1315
H -2.6101 4.2045 -9.8039
H -2.3851 3.2067 -8.3507
C 1.7346 -10.6659 -4.3906
Cl 2.2709 -9.7628 -2.9690
Cl 2.1430 -12.3799 -4.2649
H 0.6579 -10.5681 -4.4788
H 2.2194 -10.2540 -5.2686
C -0.0200 8.3136 4.9679
Cl 0.2606 9.4587 6.2852
Cl 1.4818 7.9007 4.1371
H -0.4495 7.4047 5.3764
H -0.7019 8.7613 4.2537
C -8.7273 -9.8120 -3.8343
Cl -9.2554 -8.6508 -2.6093
Cl -8.4660 -9.0317 -5.3989
H -7.7952 -10.2601 -3.5116
H -9.4901 -10.5744 -3.9458
C -7.7897 6.1304 -9.3761
Cl -8.2596 7.1560 -8.0151
Cl -7.6613 7.0610 -10.8731
H -6.8263 5.6813 -9.1598
H -8.5386 5.3574 -9.5072
C 6.3743 -3.5959 4.5285
Cl 6.6786 -2.1143 5.4431
Cl 7.8719 -4.2889 3.8979
H 5.9023 -4.3191 5.1842
H 5.7188 -3.3618 3.6974
```

=====

Question: Among the records above, which one has the highest Kohn-Sham gap?
Answer: C28H42O21